The following is a DFT calculation (wB97M-V/def2-TZVPD) of a molecular structure, C42H54IN8O7PS at a distorted geometry.

* maximum force: 0.02770 hartree/bohr
* DFT total energy: -3634.53926 Ha

Last column: Mulliken charge in e.
Positions of all 114 atoms, in Å:
C 4.082 -2.124 -4.016  -0.974
C 2.991 -1.385 -3.919  -0.998
C 1.925 -1.635 -2.934  0.534
C 0.753 -2.311 -3.381  0.851
C 0.685 -2.685 -4.838  -1.994
C -0.289 -2.613 -2.460  0.794
C -1.492 -3.359 -2.988  -2.109
O -2.366 -2.533 -3.758  -0.422
C -3.361 -1.896 -2.967  -0.016
C -4.293 -1.057 -3.830  -0.824
O -4.766 0.063 -3.105  -0.257
C -5.817 -0.219 -2.209  -0.171
C -6.210 1.050 -1.513  -1.232
C -0.132 -2.198 -1.107  0.625
C 1.012 -1.473 -0.698  0.659
C 2.064 -1.196 -1.609  0.089
C 3.311 -0.461 -1.219  -0.202
C 3.203 1.036 -1.437  -0.796
O 4.066 1.689 -0.523  -0.341
C 4.621 2.898 -0.990  -0.340
C 3.695 4.095 -0.806  -1.033
C 1.083 -0.974 0.689  0.394
O 1.651 0.053 0.953  -0.481
C 0.403 -1.752 1.755  -0.273
C -0.713 -2.508 1.339  0.630
C -1.442 -3.250 2.300  -0.656
O -2.552 -3.983 1.935  -0.263
N -2.328 -5.375 1.641  0.244
O -1.222 -5.654 1.428  -0.236
C -1.067 -3.239 3.648  0.480
S -1.987 -4.089 4.876  -0.271
C 0.059 -2.460 4.042  -0.464
I 0.491 -2.437 6.091  -0.034
C 0.817 -1.705 3.118  0.423
P 2.250 -0.753 3.827  0.467
C 1.796 1.007 3.654  -1.183
C 3.685 -1.020 2.742  -0.733
C -1.156 -2.489 -0.080  0.011
O -2.310 -2.702 -0.350  -0.645
H 4.804 -1.942 -4.791  0.351
H 4.283 -2.928 -3.331  0.304
H 2.840 -0.569 -4.599  0.380
H 0.607 -1.788 -5.439  0.315
H -0.162 -3.303 -5.083  0.375
H 1.584 -3.209 -5.127  0.525
H -1.133 -4.120 -3.665  0.823
H -2.047 -3.859 -2.213  0.503
H -3.924 -2.647 -2.422  0.398
H -2.922 -1.239 -2.217  0.223
H -5.142 -1.666 -4.131  0.330
H -3.785 -0.673 -4.706  0.338
H -5.539 -0.975 -1.473  0.243
H -6.666 -0.621 -2.767  0.313
H -6.917 1.629 -2.091  0.297
H -6.677 0.825 -0.562  0.420
H -5.345 1.666 -1.311  0.251
H 3.539 -0.613 -0.181  -0.846
H 4.155 -0.847 -1.772  0.589
H 2.177 1.362 -1.276  0.301
H 3.507 1.280 -2.453  0.576
H 4.914 2.803 -2.033  0.387
H 5.529 3.046 -0.416  0.363
H 2.812 3.783 -0.263  0.272
H 3.385 4.519 -1.754  0.267
H 4.178 4.878 -0.235  0.338
H -2.519 -5.009 4.077  0.155
H 0.733 1.067 3.459  0.326
H 2.017 1.519 4.579  0.472
H 2.291 1.466 2.811  0.272
H 4.501 -0.506 3.238  0.495
H 3.621 -0.633 1.738  0.032
H 3.925 -2.077 2.744  0.238
C -1.492 1.238 -4.911  -0.227
C -0.213 1.920 -4.923  0.288
N 0.773 2.492 -4.937  -0.548
H -2.074 1.541 -4.040  0.228
H -2.048 1.486 -5.814  0.384
H -1.346 0.159 -4.869  -0.084
C -4.265 4.821 1.177  -0.547
C -5.474 4.155 0.721  0.416
N -6.433 3.655 0.357  -0.437
H -4.484 5.348 2.103  0.317
H -3.478 4.091 1.362  0.223
H -3.918 5.539 0.438  0.018
C -4.752 7.627 -2.461  -0.772
C -3.914 7.715 -1.281  0.398
N -3.213 7.684 -0.383  -0.467
H -5.039 6.589 -2.624  0.274
H -5.645 8.236 -2.332  0.326
H -4.199 7.984 -3.327  0.261
C -1.501 -0.137 9.153  -0.635
C -0.608 0.877 8.624  0.318
N 0.087 1.678 8.208  -0.378
H -2.524 0.083 8.853  0.261
H -1.222 -1.116 8.771  0.173
H -1.442 -0.149 10.239  0.277
C 4.011 -4.391 7.742  -0.708
C 3.058 -3.546 8.437  0.350
N 2.308 -2.885 8.982  -0.390
H 4.087 -5.353 8.244  0.293
H 3.675 -4.546 6.717  0.219
H 4.988 -3.913 7.730  0.267
C -0.630 4.893 -3.402  -0.782
C -1.966 4.697 -2.862  0.364
N -3.002 4.553 -2.410  -0.290
H -0.197 5.800 -2.985  0.350
H 0.009 4.051 -3.142  0.044
H -0.676 4.984 -4.485  0.313
C 6.653 -3.183 1.079  -0.638
C 6.196 -3.056 -0.295  0.409
N 5.840 -2.957 -1.373  -0.358
H 7.665 -2.795 1.166  0.292
H 5.996 -2.615 1.738  0.030
H 6.644 -4.230 1.376  0.291